Entry 1:
# C5H5F6N2

An isolated ion of composition C5H5F6N2 and charge +1 at a distorted geometry (the ωB97M-V functional and the def2-TZVPD basis, the Open Molecules 2025 dataset).

Structure (XYZ):
```
18
Properties=species:S:1:pos:R:3:forces:R:3
C 0.465 -0.656 0.328 1.3 1.3 0.5
C 1.507 -1.463 0.131 -0.5 0.6 0.0
C 1.207 1.403 -0.006 1.5 -2.8 0.9
C 2.790 -0.738 -0.257 -2.4 1.5 0.0
C 2.612 0.730 0.416 0.6 0.1 -2.1
N 0.979 1.909 -1.211 -0.4 0.1 1.4
N -0.681 -1.220 1.074 1.4 1.5 0.1
F 1.513 -2.796 0.228 0.1 0.2 0.3
F 0.634 1.991 1.016 -0.5 0.2 -0.1
F 3.897 -1.334 0.042 1.1 -0.5 1.0
F 2.776 -0.550 -1.586 0.1 0.4 -1.0
F 2.747 0.674 1.722 -0.5 -0.2 0.6
F 3.622 1.525 -0.041 -0.5 -0.2 -0.2
H 0.132 2.478 -1.218 0.5 0.0 -0.7
H 1.732 2.031 -1.873 -0.2 -0.1 -0.1
H -0.413 -2.047 1.524 0.6 -1.9 1.2
H -1.418 -1.447 0.516 -2.7 -1.1 -2.7
H -1.132 -0.616 1.739 0.4 0.9 0.7
```
Forces are in eV/Å.

Values from the calculation:
M (g/mol): 207.10
Energy above the lowest of the compared OMol25 structures with the same formula, charge and spin (kcal/mol): 64.9
Gap between HOMO and LUMO (eV): 10.28
LUMO level (eV): -3.95
E (hartree): -901.866566
Charge: +1

Entry 2:
# C5H8FN

One molecule with the formula C5H8FN at a distorted geometry (the ωB97M-V functional and the def2-TZVPD basis, the Open Molecules 2025 dataset).

Structure (XYZ):
```
15
Properties=species:S:1:pos:R:3:forces:R:3
C -0.036 -1.389 0.825 0.7 -1.3 1.7
C -2.384 -0.307 -0.830 3.0 -0.4 -1.0
C -0.014 -0.597 -0.202 -4.9 0.1 -1.7
C 1.782 1.109 0.410 -0.3 -2.4 -0.6
C 1.159 0.091 -0.649 2.6 1.1 -1.9
N -1.166 -0.479 -1.152 1.2 -0.2 0.0
F 2.183 -0.970 -0.857 -0.9 1.6 0.3
H -0.726 -2.075 1.284 -0.9 0.2 -0.7
H 0.904 -1.513 1.302 0.9 0.0 0.5
H -3.105 -0.274 -1.610 -0.7 0.0 -0.4
H -2.586 -0.176 0.168 -1.3 0.4 2.5
H 2.767 1.412 0.042 0.0 -0.3 0.4
H 1.780 0.468 1.348 0.5 1.2 -0.9
H 1.211 2.004 0.584 -0.6 0.1 -0.1
H 0.922 0.461 -1.724 0.8 -0.2 2.0
```
Forces are in eV/Å.

Values from the calculation:
Structure (SMILES): C=NC(=C)[C@@H](C)F
M (g/mol): 101.12
Energy above the lowest of the compared OMol25 structures with the same formula, charge and spin (kcal/mol): 43.1
Gap between HOMO and LUMO (eV): 10.21
LUMO level (eV): 0.82
E (hartree): -349.850647
Charge: 0

Entry 3:
# C27H63N4O2

A 4-piece molecular cluster, C27H63N4O2 overall at a distorted geometry (the ωB97M-V functional and the def2-TZVPD basis, the Open Molecules 2025 dataset).

Structure (XYZ):
```
96
Properties=species:S:1:pos:R:3:forces:R:3
C 3.628 0.986 -4.384 -1.0 -1.5 -3.6
C 3.484 0.477 -5.778 -0.9 1.5 4.0
C 2.168 -0.483 -6.127 1.8 -2.3 -4.1
O 2.306 -1.366 -7.119 -1.6 5.3 6.5
O 0.955 -0.228 -5.335 2.8 -1.8 -2.1
C 0.031 -1.372 -5.333 -2.5 -1.0 0.9
C -1.271 -1.118 -6.330 0.3 -0.8 0.0
C -2.585 -0.501 -5.568 -0.1 -0.2 0.3
C -2.283 0.827 -4.641 -0.8 0.1 0.5
C -2.507 2.258 -5.409 0.6 0.3 0.4
C -1.446 2.575 -6.617 -2.8 0.0 -1.3
N -0.115 3.105 -6.114 1.0 0.6 -0.4
H 2.724 0.788 -3.635 2.4 0.3 -1.6
H 4.593 1.554 -4.017 -2.3 -1.2 -0.9
H 4.257 0.784 -6.625 -1.9 -1.3 1.9
H -0.429 -1.422 -4.234 1.3 0.2 -2.2
H 0.526 -2.415 -5.524 -0.6 2.4 0.0
H -1.579 -2.183 -6.750 0.7 2.3 0.7
H -0.895 -0.466 -7.227 -0.8 -1.2 1.6
H -3.455 -0.268 -6.351 2.0 -0.4 1.6
H -3.032 -1.343 -4.849 1.1 1.8 -1.6
H -3.069 0.796 -3.744 1.8 0.2 -1.9
H -1.214 0.807 -4.116 -2.2 -0.1 -1.3
H -3.595 2.402 -5.846 2.3 -0.5 0.9
H -2.354 3.119 -4.598 -0.4 -1.7 -1.7
H -1.255 1.687 -7.358 -0.3 1.6 1.8
H -1.934 3.446 -7.268 1.2 -1.9 1.4
H 0.679 2.534 -6.515 -0.9 0.6 0.8
H -0.033 3.128 -5.060 -0.1 -0.1 -1.4
H 0.004 4.089 -6.502 0.0 -1.4 0.9
C -0.750 1.586 -0.109 0.0 0.0 0.1
C -2.196 2.050 -0.267 0.0 -0.3 0.1
N -3.170 0.957 -0.233 -0.2 -0.1 -0.4
C -4.503 1.352 -0.695 0.1 0.0 -0.1
C -5.254 2.395 0.126 -0.3 0.1 0.1
C -3.146 0.099 0.953 0.3 -0.1 0.0
C -3.330 0.767 2.313 -0.1 -0.1 0.3
H -0.501 0.813 -0.843 -0.1 0.0 0.1
H -0.070 2.430 -0.268 -0.1 -0.1 0.1
H -0.555 1.194 0.893 0.0 0.0 -0.1
H -2.262 2.556 -1.239 -0.3 -0.1 0.1
H -2.411 2.807 0.494 0.1 0.2 0.1
H -5.134 0.459 -0.793 0.2 0.0 0.1
H -4.407 1.736 -1.719 0.2 0.0 0.0
H -5.627 1.980 1.064 0.1 0.1 0.0
H -6.128 2.745 -0.436 0.1 0.0 0.1
H -4.639 3.272 0.348 0.0 -0.1 0.0
H -2.191 -0.438 0.968 0.0 0.1 -0.1
H -3.897 -0.694 0.847 0.0 0.3 -0.2
H -2.702 1.653 2.434 0.0 0.0 0.0
H -3.051 0.063 3.106 0.0 0.1 -0.1
H -4.369 1.048 2.491 0.1 0.1 0.0
C 3.447 2.647 -0.412 0.1 0.0 0.0
C 3.150 1.839 0.849 0.0 -0.2 -0.2
N 3.279 0.392 0.663 -0.3 -0.2 -0.1
C 2.697 -0.389 1.757 -0.2 0.1 -0.1
C 3.327 -0.246 3.139 0.1 -0.1 0.3
C 4.571 -0.088 0.168 0.0 0.2 -0.2
C 5.816 0.269 0.977 0.3 -0.1 0.1
H 2.840 2.301 -1.255 0.0 -0.1 0.1
H 3.211 3.703 -0.241 0.1 -0.1 0.0
H 4.502 2.590 -0.694 -0.1 0.0 0.0
H 2.116 2.070 1.136 0.1 -0.3 0.1
H 3.788 2.201 1.661 0.1 0.2 0.1
H 2.688 -1.452 1.482 0.1 0.2 -0.1
H 1.637 -0.116 1.841 0.1 0.1 -0.1
H 4.291 -0.754 3.198 0.0 0.1 0.0
H 2.676 -0.712 3.888 0.1 0.1 -0.1
H 3.460 0.800 3.430 0.0 -0.1 0.0
H 4.711 0.293 -0.850 -0.1 0.1 0.1
H 4.534 -1.178 0.044 -0.2 0.2 0.2
H 5.848 1.326 1.252 0.0 -0.1 0.0
H 6.711 0.063 0.378 -0.1 0.0 0.1
H 5.897 -0.332 1.884 0.0 0.2 0.0
C -0.753 -1.148 4.631 0.1 0.0 0.0
C -1.050 -1.955 5.892 0.0 -0.2 -0.2
N -0.921 -3.403 5.706 -0.2 -0.2 0.0
C -1.503 -4.184 6.800 -0.2 0.1 -0.1
C -0.873 -4.041 8.183 0.1 -0.1 0.3
C 0.371 -3.882 5.211 -0.1 0.2 -0.2
C 1.616 -3.526 6.020 0.3 -0.1 0.1
H -1.360 -1.494 3.788 0.1 -0.1 0.1
H -0.989 -0.092 4.802 0.1 -0.1 0.0
H 0.302 -1.205 4.349 -0.1 0.0 0.0
H -2.084 -1.725 6.179 0.1 -0.3 0.1
H -0.412 -1.594 6.704 0.1 0.2 0.1
H -1.512 -5.246 6.525 0.1 0.2 -0.1
H -2.563 -3.911 6.884 0.1 0.1 -0.1
H 0.091 -4.549 8.242 0.0 0.1 0.0
H -1.524 -4.507 8.931 0.1 0.1 -0.1
H -0.740 -2.995 8.473 0.0 -0.1 -0.1
H 0.511 -3.502 4.193 -0.1 0.1 0.1
H 0.334 -4.972 5.087 -0.2 0.2 0.2
H 1.648 -2.468 6.296 0.0 -0.1 0.0
H 2.511 -3.731 5.421 -0.1 0.0 0.1
H 1.697 -4.126 6.927 0.0 0.2 0.0
```
Forces are in eV/Å.

Values from the calculation:
M (g/mol): 475.83
Gap between HOMO and LUMO (eV): 5.87
LUMO level (eV): -3.45
E (hartree): -1435.552747
Charge: +1

Entry 4:
# C26H22F5N3OS2W

C26H22F5N3OS2W as an isolated structure (the ωB97M-V functional and the def2-TZVPD basis, the Open Molecules 2025 dataset).

Structure (XYZ):
```
60
Properties=species:S:1:pos:R:3:forces:R:3
W -0.742 -0.812 0.326 0.4 0.2 -0.1
C 4.607 -0.443 -2.103 0.0 0.0 0.0
C 4.173 -0.231 -0.662 -0.1 0.0 0.0
N 3.328 0.954 -0.482 0.0 0.1 0.0
C 4.008 2.242 -0.280 0.0 0.0 0.1
C 4.079 3.090 -1.541 0.0 0.0 0.0
C 1.995 0.927 -0.535 -0.1 0.1 0.1
S 1.262 -0.630 -0.951 -0.1 -0.1 0.1
N 1.362 2.078 -0.372 0.0 -0.2 -0.1
C 0.130 2.210 0.102 0.0 0.1 0.0
O -0.526 1.323 0.710 0.1 -0.1 0.0
C -0.492 3.552 -0.030 0.0 0.0 0.0
C -1.861 3.689 0.179 0.0 0.0 0.0
C -2.464 4.926 0.021 0.0 0.0 0.0
C -1.702 6.029 -0.334 0.0 0.0 0.0
C -0.335 5.897 -0.538 0.0 0.0 0.0
C 0.269 4.660 -0.392 0.0 0.0 0.0
H 5.199 -1.355 -2.181 0.0 0.0 0.0
H 5.216 0.384 -2.466 0.0 0.0 0.0
H 3.740 -0.544 -2.754 0.0 0.0 0.0
H 5.037 -0.097 -0.009 0.0 0.0 0.0
H 3.628 -1.098 -0.296 0.0 0.0 0.0
H 5.011 2.009 0.079 0.0 0.0 0.0
H 3.489 2.780 0.512 0.0 0.0 0.0
H 4.642 2.590 -2.328 0.0 0.0 0.0
H 4.582 4.031 -1.315 0.0 0.0 0.0
H 3.082 3.311 -1.914 0.0 0.0 0.0
H -2.451 2.822 0.442 0.0 0.0 0.0
H -3.531 5.027 0.169 0.0 0.0 0.0
H -2.173 6.996 -0.454 0.0 0.0 0.0
H 0.258 6.760 -0.814 0.0 0.0 0.0
H 1.332 4.542 -0.549 0.0 0.0 0.0
C -0.614 -0.722 2.479 0.0 0.1 -0.1
C -1.828 -1.517 2.389 0.0 -0.3 -0.1
C -1.870 -2.895 2.724 0.0 0.1 0.0
C -2.928 -3.671 2.339 0.0 0.0 0.0
C -3.976 -3.129 1.571 0.0 0.0 0.0
C -3.964 -1.802 1.231 0.0 0.0 0.0
C -2.890 -0.978 1.634 -0.1 0.0 0.0
H 0.255 -1.230 2.895 0.0 0.0 0.0
H -0.717 0.312 2.791 0.0 0.0 0.1
H -1.045 -3.317 3.285 0.0 0.0 0.0
H -2.954 -4.718 2.613 0.0 0.0 0.0
H -4.794 -3.762 1.257 0.0 0.0 0.0
H -4.769 -1.360 0.662 0.0 0.0 0.0
H -2.973 0.099 1.500 0.0 0.0 0.1
S -2.012 0.168 -1.519 -0.3 0.1 0.0
C -3.581 0.503 -0.991 0.2 -0.1 -0.1
N -4.654 0.769 -0.655 0.0 0.1 0.1
F -2.780 -2.866 -1.584 0.0 0.0 0.0
C -1.775 -3.551 -1.021 0.0 -0.1 0.0
C -0.819 -2.906 -0.251 0.0 0.0 0.1
C 0.144 -3.739 0.293 0.0 -0.2 0.0
F 1.080 -3.202 1.119 0.0 0.0 0.0
C 0.196 -5.106 0.106 0.0 0.0 0.0
F 1.150 -5.850 0.674 0.0 0.0 0.0
C -0.778 -5.705 -0.678 0.0 0.1 0.0
F -0.763 -7.021 -0.879 0.0 0.0 0.0
C -1.771 -4.922 -1.241 0.0 0.1 0.0
F -2.722 -5.498 -1.981 0.0 0.0 0.0
```
Forces are in eV/Å.

Values from the calculation:
M (g/mol): 735.45
Energy above the lowest of the compared OMol25 structures with the same formula, charge and spin (kcal/mol): 0.0
Gap between HOMO and LUMO (alpha / beta) (eV): 6.79 / 7.88
LUMO level (alpha / beta) (eV): -1.10 / -0.89
E (hartree): -2606.255400
Charge: 0
Multiplicity: 3

Entry 5:
# C5H4N2

One molecule with the formula C5H4N2 at a distorted geometry (the ωB97M-V functional and the def2-TZVPD basis, the Open Molecules 2025 dataset).

Structure (XYZ):
```
11
Properties=species:S:1:pos:R:3:forces:R:3
C 2.041 -1.055 0.967 0.0 0.1 -0.1
C 1.122 -0.763 0.255 0.1 -0.8 0.9
C 0.314 0.763 -1.160 -0.7 0.3 -0.3
C -0.080 -0.521 -0.531 0.2 -0.1 -0.2
N -1.272 -0.240 0.275 0.1 0.1 0.1
N -1.557 1.015 0.229 0.3 -0.4 -0.1
C -0.652 1.599 -0.575 0.1 0.5 -0.2
H 2.885 -1.282 1.574 0.0 0.0 0.0
H -0.276 -1.334 -1.227 0.0 -0.1 -0.1
H -1.769 -0.833 0.918 0.0 -0.1 0.0
H -0.755 2.651 -0.725 -0.1 0.4 0.0
```
Forces are in eV/Å.

Values from the calculation:
M (g/mol): 92.10
Energy above the lowest of the compared OMol25 structures with the same formula, charge and spin (kcal/mol): 129.8
Gap between HOMO and LUMO (eV): 8.21
LUMO level (eV): -0.56
E (hartree): -302.221419
Charge: 0

Entry 6:
# C10H16

A 2-piece molecular cluster, C10H16 overall at a distorted geometry (the ωB97M-V functional and the def2-TZVPD basis, the Open Molecules 2025 dataset).

Structure (XYZ):
```
26
Properties=species:S:1:pos:R:3:forces:R:3
C 2.048 -1.253 0.151 -0.3 0.0 -0.1
C 2.918 -0.244 -0.595 -0.5 -0.9 -0.5
C 1.585 -0.713 1.497 0.1 -0.3 0.0
H 1.170 -1.516 -0.433 -0.2 0.4 -0.2
H 2.541 -2.224 0.253 0.4 0.1 0.2
H 3.118 -0.629 -1.593 0.2 -0.1 -0.2
H 2.426 -0.669 2.204 -0.2 0.0 0.0
H 1.163 0.285 1.382 0.0 0.1 0.0
H 3.879 -0.142 -0.098 0.1 0.6 0.1
H 2.349 0.674 -0.755 0.3 0.2 0.4
H 0.784 -1.342 1.888 0.1 0.0 0.2
C -1.745 2.499 0.773 0.0 -0.4 -0.3
C -0.964 -0.183 -1.859 0.2 0.1 -1.0
C -1.155 1.089 -1.231 -0.7 0.4 0.5
C -1.445 -1.355 -1.224 -0.3 0.6 0.6
C -1.686 1.183 0.040 0.3 -0.2 -0.2
C -1.948 -1.258 0.056 -0.1 -0.5 -0.5
C -2.090 0.002 0.713 0.3 -0.2 0.6
H -0.540 -0.165 -2.863 -0.2 -0.3 0.1
H -1.095 2.014 -1.812 0.4 -0.2 0.1
H -1.538 -2.308 -1.725 0.4 -0.2 -0.2
H -2.300 -2.174 0.534 0.0 0.2 0.0
H -2.651 2.543 1.385 0.0 0.3 -0.1
H -1.662 3.338 0.083 -0.2 0.1 0.0
H -2.271 -0.019 1.785 -0.1 0.3 0.0
H -0.890 2.566 1.442 0.1 0.0 0.3
```
Forces are in eV/Å.

Values from the calculation:
M (g/mol): 136.24
Energy above the lowest of the compared OMol25 structures with the same formula, charge and spin (kcal/mol): 2.5
Gap between HOMO and LUMO (alpha / beta) (eV): 3.17 / 7.27
LUMO level (alpha / beta) (eV): 3.94 / 3.90
E (hartree): -390.579203
Charge: -1
Multiplicity: 2

The lowest charge belongs to which entry?
C10H16

E of number 4 (C26H22F5N3OS2W)?
-2606.255400 hartree

Which of these has the lowest E?
C26H22F5N3OS2W